{
  "formula": "C22H23AsClNO5SSr",
  "method": "ωB97M-V/def2-TZVPD",
  "elements": ["Sr", "O", "C", "O", "C", "C", "C", "C", "C", "C", "C", "C", "C", "N", "H", "H", "H", "H", "H", "H", "C", "As", "C", "C", "S", "H", "H", "H", "H", "H", "H", "H", "H", "H", "C", "C", "C", "C", "Cl", "C", "C", "C", "O", "C", "C", "O", "O", "H", "H", "H", "H", "H", "H", "H", "H"],
  "coordinates": [[0.686, 0.803, 0.596], [4.559, 2.679, 0.930], [3.368, 2.481, 1.096], [2.776, 1.400, 1.415], [2.416, 3.698, 0.943], [3.005, 4.986, 0.941], [2.204, 6.083, 0.875], [0.800, 5.919, 0.797], [-0.106, 7.005, 0.733], [-1.449, 6.783, 0.651], [-1.951, 5.462, 0.628], [-1.102, 4.396, 0.690], [0.297, 4.604, 0.779], [1.116, 3.510, 0.850], [4.082, 5.046, 0.997], [2.619, 7.084, 0.882], [0.290, 8.013, 0.748], [-2.135, 7.619, 0.600], [-3.019, 5.297, 0.562], [-1.483, 3.381, 0.678], [-1.735, -0.694, 3.423], [-2.688, -0.943, 1.775], [-2.499, -2.785, 1.263], [-4.550, -0.771, 2.240], [-2.309, 0.488, 0.243], [-2.008, -1.496, 4.108], [-2.036, 0.264, 3.843], [-0.665, -0.734, 3.240], [-3.073, -3.391, 1.962], [-1.444, -3.047, 1.291], [-2.896, -2.900, 0.257], [-4.839, -1.544, 2.951], [-5.128, -0.864, 1.323], [-4.713, 0.216, 2.667], [3.222, -4.463, -3.499], [1.743, -4.280, -3.351], [0.871, -4.483, -4.405], [-0.494, -4.302, -4.236], [-1.565, -4.558, -5.590], [-1.014, -3.918, -3.020], [-0.153, -3.711, -1.948], [1.212, -3.891, -2.113], [2.135, -3.726, -1.122], [1.685, -3.315, 0.146], [1.148, -1.886, 0.194], [1.431, -1.103, -0.731], [0.468, -1.582, 1.224], [3.490, -4.620, -4.543], [3.572, -5.321, -2.922], [3.759, -3.591, -3.125], [1.248, -4.780, -5.375], [-2.080, -3.773, -2.907], [-0.569, -3.395, -1.004], [2.560, -3.348, 0.795], [0.940, -4.004, 0.556]],
  "nbo_charge": [1.84, -0.64, 0.74, -0.89, 0.14, -0.23, -0.13, -0.12, -0.17, -0.22, -0.20, -0.22, 0.22, -0.56, 0.26, 0.22, 0.21, 0.22, 0.22, 0.22, -0.98, 1.48, -0.98, -0.97, -0.79, 0.25, 0.25, 0.27, 0.24, 0.27, 0.25, 0.24, 0.25, 0.25, -0.63, -0.06, -0.22, -0.04, -0.02, -0.23, -0.30, 0.38, -0.49, -0.18, 0.75, -0.77, -0.86, 0.21, 0.22, 0.23, 0.22, 0.22, 0.21, 0.23, 0.18],
  "charge": 0,
  "e_homo_ev": -8.19
}

***

{
  "formula": "C3H4ClN",
  "method": "ωB97M-V/def2-TZVPD",
  "elements": ["C", "C", "C", "N", "Cl", "H", "H", "H", "H"],
  "coordinates": [[0.537, -1.368, -0.051], [-0.468, 1.278, 0.033], [1.100, -0.231, -0.189], [-1.548, 0.812, -0.282], [2.635, 0.483, -0.264], [1.058, -2.388, -0.189], [-0.543, -1.671, 0.167], [-0.267, 2.017, 0.782], [-2.504, 1.068, -0.007]],
  "nbo_charge": [-0.50, 0.19, -0.08, -0.66, 0.05, 0.21, 0.25, 0.16, 0.38],
  "charge": 0,
  "e_homo_ev": -8.38
}

***

Quick rundown of energy above the lowest of the compared OMol25 structures with the same formula, charge and spin, same order as above: 0.146; 3.899 eV
Quick rundown of orbital gap, same order as above: 8.12; 9.00 eV